The following is a quantum chemistry calculation of a molecular structure, C23H23Br27IN2O3P, from OMol25.

CARTESIAN COORDINATES (ANGSTROEM)
C  0.371  -0.601  -1.511
C  -0.897  0.421  -1.164
C  -2.194  0.479  -2.177
N  -0.786  1.194  0.000
C  -1.147  0.239  1.116
C  -2.547  -0.348  1.101
C  -3.008  -1.451  2.271
O  -4.241  -1.466  2.805
C  -1.781  -2.486  2.742
C  -0.253  -1.808  2.808
C  1.045  -2.701  3.261
C  0.794  -4.291  3.643
C  -0.711  -5.017  3.586
P  -0.894  -6.890  4.056
O  0.669  -7.581  4.477
I  -2.217  -7.042  6.177
C  -1.997  -4.066  3.123
C  -3.467  -4.802  3.029
N  -3.461  -5.561  1.685
C  -0.111  -0.205  2.352
O  0.732  0.649  2.958
H  0.603  -1.278  -0.569
H  0.194  -1.232  -2.485
H  1.302  0.110  -1.715
H  -1.893  0.677  -3.315
H  -2.957  1.340  -1.877
H  -2.843  -0.521  -2.174
H  -3.358  -0.098  0.296
H  2.094  -2.183  3.289
H  1.760  -4.908  3.933
H  0.583  -8.182  5.298
H  -4.379  -4.071  2.970
H  -3.651  -5.593  3.873
H  -3.068  -6.513  1.859
H  -2.825  -4.993  1.055
C  3.929  0.960  -4.208
Br  3.594  -0.390  -2.849
Br  3.023  0.546  -5.879
Br  3.495  2.748  -3.574
H  5.004  0.946  -4.415
C  -1.948  3.511  3.389
Br  -1.036  1.864  2.902
Br  -0.693  4.929  3.835
Br  -3.214  4.069  2.021
H  -2.528  3.301  4.294
C  2.966  2.378  0.200
Br  4.661  3.324  0.329
Br  3.058  0.612  1.010
Br  1.495  3.428  0.919
H  2.762  2.231  -0.866
C  1.808  6.006  -2.146
Br  0.444  5.623  -3.480
Br  3.453  6.654  -2.958
Br  1.154  7.217  -0.770
H  2.046  5.059  -1.651
C  6.618  -0.051  -7.845
Br  6.284  -1.402  -6.486
Br  5.713  -0.466  -9.516
Br  6.185  1.736  -7.212
H  7.694  -0.065  -8.052
C  4.585  8.016  -6.753
Br  5.915  8.689  -5.503
Br  4.732  6.093  -7.002
Br  2.782  8.544  -6.244
H  4.793  8.482  -7.722
C  -3.353  0.914  6.426
Br  -2.440  -0.734  5.940
Br  -2.097  2.331  6.872
Br  -4.618  1.471  5.058
H  -3.932  0.703  7.331
C  0.548  -8.390  0.443
Br  0.809  -6.587  1.125
Br  -0.887  -8.469  -0.867
Br  2.201  -9.148  -0.248
H  0.242  -9.012  1.291
C  -6.207  4.624  -0.885
Br  -5.322  2.893  -0.810
Br  -7.455  4.864  0.588
Br  -4.929  6.086  -0.996
H  -6.795  4.643  -1.809

LUMO   -0.0713 Ha
HOMO-LUMO gap   0.2337 Ha
Highest occupied orbital energy   -8.301 eV
Spin multiplicity   1
Relative energy (zero: lowest compared OMol25 entry of this formula, charge and spin)   345.5 kcal per mole
Molecular weight   2690.73 g/mol